DFT (ωB97M-V/def2-TZVPD) results for a cluster of 8 separate species, C34H61NO23 in total in a non-equilibrium geometry.

```
119
Properties=species:S:1:pos:R:3:forces:R:3
O -0.474 -1.912 -2.125 -0.07 0.73 1.11
N -1.328 -1.185 -1.606 1.39 -1.52 -0.43
O -2.309 -0.863 -2.196 -1.69 1.10 -0.40
C -1.188 -0.795 -0.200 -0.05 0.26 2.19
C -0.120 -1.288 0.544 0.76 1.07 0.16
C 0.028 -0.967 1.916 -0.94 0.14 -1.10
C -1.014 -0.324 2.590 0.05 0.01 -0.77
C -2.123 0.180 1.866 1.58 -1.33 0.33
C -2.156 -0.029 0.493 -0.87 -0.38 -0.47
H 0.700 -1.746 0.010 -0.07 -0.36 0.04
H 0.964 -1.181 2.410 -0.12 -0.37 0.12
H -0.931 -0.247 3.665 -0.16 0.32 0.08
H -2.964 0.595 2.402 0.01 0.29 -0.22
H -3.074 0.307 0.034 0.18 0.00 -0.63
C 4.085 -5.998 -0.812 1.20 -0.66 1.28
C 5.125 -4.980 -0.234 -0.50 -2.35 0.43
O 4.764 -3.752 -0.740 0.37 2.66 0.59
C 5.316 -2.639 -0.194 2.59 -0.28 2.42
O 6.075 -2.564 0.827 -2.99 -0.51 -3.70
O 4.972 -1.643 -0.987 -0.35 -0.38 -0.64
C 5.425 -0.323 -0.719 -0.26 -0.25 0.99
H 4.209 -6.868 -0.167 0.34 -0.54 -0.33
H 4.244 -6.297 -1.848 0.05 0.25 0.09
H 3.026 -5.824 -0.621 0.15 1.02 -0.20
H 6.181 -5.199 -0.394 0.06 -0.23 -1.28
H 5.213 -5.079 0.848 -1.14 0.70 0.41
H 5.368 -0.236 0.366 0.29 0.60 -0.04
H 4.705 0.336 -1.204 0.28 -0.02 -0.01
H 6.447 -0.179 -1.071 -0.12 0.01 -0.02
C 1.312 4.537 -1.033 -0.07 0.35 -0.46
C 2.481 5.446 -1.500 -0.72 -1.16 0.35
O 2.903 4.862 -2.765 -0.62 0.02 0.66
C 4.120 5.031 -3.263 1.02 1.86 2.97
O 4.958 5.816 -2.835 -1.08 -0.54 -0.66
O 4.301 4.127 -4.162 0.69 -0.63 -1.96
C 5.482 4.277 -4.967 0.56 -0.65 -0.52
H 1.584 3.485 -0.949 0.57 0.08 -0.18
H 0.484 4.543 -1.742 -0.10 0.27 0.11
H 0.965 4.795 -0.032 -0.08 0.41 -0.11
H 3.183 5.381 -0.668 0.84 0.05 -0.66
H 2.232 6.496 -1.648 -0.21 -0.16 -0.06
H 5.812 3.259 -5.173 -0.01 0.10 -0.02
H 6.302 4.829 -4.506 -0.42 -0.05 0.43
H 5.264 4.757 -5.921 -0.38 0.03 0.12
C 3.959 -3.711 -7.168 -0.52 -1.11 0.93
C 4.200 -2.283 -7.528 0.39 0.72 -0.45
O 4.459 -2.291 -8.951 0.14 0.11 -1.19
C 4.770 -1.168 -9.631 0.82 0.10 0.40
O 4.902 -0.079 -9.156 -0.23 0.75 0.61
O 5.017 -1.449 -10.906 0.29 -1.49 -1.52
C 5.518 -0.460 -11.867 -0.95 1.11 1.62
H 3.346 -4.272 -7.873 0.07 0.32 -0.26
H 3.433 -3.812 -6.218 -0.16 0.39 0.13
H 4.862 -4.291 -6.980 0.27 0.22 -0.44
H 5.063 -1.902 -6.981 0.17 0.10 -0.20
H 3.390 -1.585 -7.314 -0.25 -0.26 -0.09
H 5.991 -0.828 -12.778 -0.13 -1.00 0.60
H 6.199 0.206 -11.337 0.06 -0.05 -0.09
H 4.654 0.131 -12.170 0.05 0.08 -0.04
C -5.906 9.160 -4.991 0.40 2.37 0.29
C -6.393 8.247 -3.933 0.51 0.72 0.77
O -6.617 7.109 -4.683 0.03 -4.26 0.33
C -5.832 6.016 -4.403 -0.12 -0.51 0.53
O -5.039 5.916 -3.472 -1.53 0.02 -2.24
O -6.165 5.046 -5.339 -0.46 2.62 1.75
C -5.445 3.862 -5.391 0.81 -1.44 -0.57
H -6.816 9.524 -5.468 0.33 0.47 -0.28
H -5.247 8.803 -5.782 -0.04 -0.67 0.43
H -5.355 9.951 -4.482 -0.22 0.64 -0.36
H -7.299 8.650 -3.482 -0.54 -0.30 -0.45
H -5.789 8.110 -3.037 0.69 -0.42 -0.51
H -6.057 3.145 -5.938 -0.07 0.25 -0.26
H -5.217 3.329 -4.468 0.03 0.74 0.44
H -4.534 4.047 -5.961 0.18 -0.24 0.14
C 2.087 -6.447 4.969 0.59 -0.45 -1.06
C 0.578 -6.403 5.006 -0.35 0.61 0.64
O 0.147 -5.953 3.690 0.66 -0.11 -0.36
C -1.093 -6.053 3.232 -2.01 -1.23 1.50
O -2.074 -6.402 3.893 1.63 0.82 -1.06
O -1.121 -5.776 1.923 1.16 0.52 1.01
C -2.353 -5.393 1.346 -0.55 -0.56 -0.20
H 2.478 -5.597 4.410 -0.14 0.23 0.16
H 2.410 -7.310 4.387 0.02 -0.16 -0.01
H 2.633 -6.498 5.911 -0.59 0.07 0.25
H 0.273 -5.674 5.757 -0.29 0.20 -0.18
H 0.118 -7.342 5.314 -0.05 -0.09 -0.49
H -2.898 -4.621 1.888 0.45 0.24 0.12
H -3.021 -6.255 1.342 0.00 -0.04 -0.37
H -2.051 -5.074 0.348 -0.48 0.00 0.05
C -5.276 6.583 2.452 0.25 1.57 1.02
C -5.740 5.222 2.067 1.14 -0.18 0.83
O -7.139 5.116 2.313 -0.62 -0.68 -0.47
C -7.647 3.880 2.353 -1.27 -2.18 0.21
O -7.083 2.800 2.117 -1.41 3.05 0.64
O -8.999 4.034 2.744 1.00 -1.66 -0.31
C -9.837 2.784 2.882 0.68 0.92 -0.04
H -5.545 6.824 3.480 -0.58 -0.17 0.10
H -5.606 7.437 1.861 -0.14 -0.29 -0.33
H -4.194 6.663 2.559 0.20 -0.40 -0.67
H -5.254 4.567 2.790 0.09 -0.48 -0.38
H -5.402 4.986 1.058 -0.62 -0.33 -0.09
H -9.746 2.165 1.990 0.19 0.05 0.22
H -10.880 3.058 3.038 0.18 0.78 -0.55
H -9.651 2.235 3.805 0.92 -0.01 -0.20
C -0.814 -5.838 11.242 1.96 1.11 0.09
C 0.213 -4.653 11.439 -1.09 0.30 0.48
O 1.130 -4.627 10.376 1.72 -0.07 -1.85
C 2.004 -3.611 10.304 0.43 2.55 0.31
O 2.201 -2.718 11.139 -0.59 -2.35 -1.56
O 2.592 -3.614 9.070 -2.70 -2.70 1.33
C 3.432 -2.624 8.633 1.06 1.00 0.36
H -1.541 -5.629 10.457 0.01 0.08 0.22
H -1.268 -6.076 12.204 -0.14 0.04 -0.21
H -0.180 -6.664 10.919 -0.29 -0.31 0.06
H 0.819 -4.705 12.343 -0.48 -0.25 0.33
H -0.247 -3.667 11.380 -0.48 -0.09 0.60
H 3.337 -2.574 7.548 0.05 0.02 0.11
H 4.433 -2.947 8.921 0.32 0.56 -0.22
H 3.170 -1.673 9.097 0.22 0.10 -0.08
```
Forces are in eV/Å.

Summary:
**Total charge**: 0
**Energy relative to the best compared isomer or geometry (same formula, charge and spin)**: 3.5312 eV
**Kohn-Sham gap**: 9.543 eV
**SMILES**: O=[N+]([O-])c1ccccc1.CCOC(=O)OC.CCOC(=O)OC.CCOC(=O)OC.CCOC(=O)OC.CCOC(=O)OC.CCOC(=O)OC.CCOC(=O)OC

---

DFT (ωB97M-V/def2-TZVPD) results for a structure of composition C34H62BrClN2OS.

```
102
Properties=species:S:1:pos:R:3:forces:R:3
C -6.910 -1.315 -0.958 0.04 -0.39 -0.45
C -7.551 -2.075 -2.115 -0.08 0.14 0.15
C -7.552 -3.579 -1.840 0.14 0.16 -0.02
C -6.937 -1.690 -3.466 -0.17 0.03 0.17
C -5.418 -1.495 -3.506 -0.07 -0.04 -0.25
C -4.542 -2.619 -3.017 -0.27 0.19 -0.04
C -3.534 -2.492 -2.100 0.03 0.07 0.32
C -3.265 -1.137 -1.470 0.38 -0.05 0.15
C -3.097 -1.001 0.058 -0.17 0.07 -0.25
C -4.048 -1.813 0.925 0.25 -0.14 0.17
Cl -5.405 -0.828 1.533 0.22 0.22 0.62
C -2.683 -3.631 -1.794 0.10 0.34 0.13
C -1.488 -3.430 -0.891 -0.17 0.46 0.15
C -0.380 -4.418 -1.077 0.17 -0.13 0.25
O 0.516 -4.323 -1.832 0.10 -0.13 -0.25
Br -0.429 -5.931 0.189 -0.07 0.05 -0.05
C -2.888 -4.848 -2.333 0.02 -0.51 -0.13
C -3.924 -5.010 -3.275 -0.10 0.09 0.00
N -4.223 -6.121 -3.946 -0.14 -0.14 -0.24
S -5.406 -5.718 -4.957 0.13 -0.42 0.03
N -5.597 -4.181 -4.599 -0.19 0.29 -0.10
C -4.721 -3.892 -3.634 0.08 -0.10 -0.05
H -7.495 -1.403 -0.045 -0.06 0.02 -0.04
H -5.922 -1.730 -0.747 -0.24 0.02 -0.18
H -6.763 -0.260 -1.190 -0.14 0.15 0.06
H -8.597 -1.764 -2.158 -0.10 -0.01 -0.12
H -7.756 -4.136 -2.752 -0.10 -0.13 -0.02
H -8.307 -3.826 -1.096 -0.06 -0.08 0.08
H -6.589 -3.912 -1.449 0.10 -0.06 -0.02
H -7.254 -2.400 -4.223 0.00 -0.10 -0.09
H -7.368 -0.726 -3.745 0.02 0.09 -0.10
H -5.198 -0.567 -2.994 0.06 0.01 -0.03
H -5.145 -1.331 -4.551 0.01 0.07 -0.08
H -4.047 -0.448 -1.759 0.00 0.00 -0.01
H -2.347 -0.744 -1.918 0.04 0.11 -0.06
H -2.072 -1.197 0.350 0.17 -0.18 0.11
H -3.258 0.050 0.291 0.08 0.06 0.05
H -4.474 -2.665 0.401 -0.06 -0.04 -0.08
H -3.539 -2.190 1.806 -0.01 -0.01 0.08
H -1.782 -3.403 0.154 -0.02 -0.10 0.13
H -1.030 -2.472 -1.129 0.08 0.13 -0.01
H -2.263 -5.700 -2.108 0.07 -0.05 0.04
C 1.465 -1.204 -0.743 0.04 -0.10 -0.08
C 1.979 -2.038 0.426 -0.18 0.07 -0.07
C 2.321 -1.214 1.665 -0.02 -0.02 0.02
C 3.435 -0.188 1.460 -0.01 0.04 -0.02
C 4.760 -0.767 0.968 0.07 0.01 0.07
C 5.387 -1.764 1.939 -0.01 0.01 -0.07
H 2.208 -0.488 -1.098 -0.01 0.02 0.02
H 1.205 -1.849 -1.583 0.04 0.04 -0.03
H 0.570 -0.643 -0.460 0.03 0.05 0.04
H 2.844 -2.624 0.106 -0.01 -0.02 0.01
H 1.201 -2.762 0.689 0.07 -0.07 0.10
H 2.590 -1.891 2.481 0.01 0.01 0.00
H 1.422 -0.686 2.000 -0.01 -0.01 0.00
H 3.607 0.333 2.408 0.01 0.00 0.00
H 3.101 0.579 0.754 -0.01 -0.01 0.00
H 5.459 0.059 0.810 0.01 -0.01 -0.03
H 4.627 -1.242 -0.008 -0.02 0.02 -0.01
H 5.561 -1.300 2.912 -0.02 -0.01 0.02
H 6.347 -2.122 1.564 0.01 0.00 0.02
H 4.750 -2.636 2.091 0.00 0.00 0.01
C -3.044 5.846 1.416 0.08 0.00 -0.02
C -2.100 5.401 0.302 -0.06 0.03 0.01
C -2.618 4.204 -0.494 0.02 -0.01 -0.03
C -2.822 2.929 0.326 -0.01 0.03 0.03
C -1.576 2.431 1.057 0.01 -0.05 -0.07
C -0.427 2.066 0.122 -0.04 0.01 0.13
H -3.188 5.062 2.161 -0.01 0.00 0.00
H -2.650 6.721 1.934 -0.02 0.01 0.00
H -4.023 6.110 1.012 -0.02 -0.02 0.01
H -1.118 5.172 0.725 0.01 -0.01 -0.01
H -1.945 6.234 -0.388 0.02 0.00 0.00
H -1.930 4.003 -1.320 0.00 -0.01 0.00
H -3.572 4.473 -0.958 0.00 0.01 0.00
H -3.178 2.141 -0.346 0.00 0.01 -0.02
H -3.623 3.084 1.053 -0.01 0.00 -0.01
H -1.850 1.550 1.645 0.02 0.01 0.03
H -1.238 3.181 1.777 -0.02 0.01 0.01
H -0.737 1.292 -0.584 0.00 0.02 -0.05
H 0.426 1.683 0.685 0.01 -0.02 -0.03
H -0.081 2.926 -0.453 -0.01 0.00 -0.01
C 6.234 3.165 1.074 -0.02 -0.09 0.06
C 6.800 2.812 2.446 -0.05 0.04 -0.03
C 7.837 3.811 2.956 0.02 -0.01 0.03
C 9.087 3.938 2.084 -0.01 0.01 -0.02
C 9.845 2.631 1.856 0.05 0.01 0.05
C 10.376 2.002 3.141 -0.02 -0.02 -0.07
H 7.008 3.171 0.305 0.00 0.01 -0.01
H 5.477 2.440 0.773 -0.02 0.03 -0.03
H 5.764 4.151 1.087 0.03 0.02 -0.01
H 7.232 1.807 2.415 0.01 -0.01 0.02
H 5.980 2.766 3.168 0.00 -0.02 0.00
H 8.127 3.533 3.973 0.01 0.00 0.00
H 7.370 4.798 3.037 -0.01 0.00 0.00
H 9.763 4.662 2.549 0.01 0.00 0.00
H 8.815 4.363 1.114 -0.01 0.00 0.01
H 10.684 2.829 1.184 0.00 -0.01 -0.01
H 9.205 1.912 1.336 -0.01 0.01 -0.02
H 11.044 2.691 3.663 -0.01 0.01 0.02
H 10.937 1.092 2.928 0.01 0.00 0.01
H 9.568 1.736 3.825 0.00 0.00 0.01
```
Forces are in eV/Å.

Summary:
**Total charge**: 0
**Kohn-Sham gap**: 8.457 eV